No. 1
Formula: C4H4N2O2
Source: OMol25
Level of theory: ωB97M-V with the def2-TZVPD basis set

```
! wB97M-V def2-TZVPD RIJCOSX def2/J DEFGRID3
* xyz 0 1
C -0.1425 0.2248 0.1942
C -1.3169 -0.7980 -0.5755
C 0.8907 0.6860 -0.9181
C 0.8055 -0.4617 1.0186
H -0.4095 2.1550 0.3463
H -0.7949 -1.5027 -1.3942
H 0.6273 1.5072 -1.7299
H 0.2994 -1.0005 1.8139
N 2.0323 0.1716 -0.6389
N 1.8679 -0.7809 0.4388
O -1.1188 1.1319 0.7964
O -2.4367 -0.4819 -0.2902
*
```

The value obtained for the gap between HOMO and LUMO is 9.5 eV. The molar mass is 112.09 g mol⁻¹. The HOMO energy is -0.372 Ha.

Results of the Mulliken charge analysis, in e, for atoms 1 through 4: C 0.78; C 0.08; C -0.35; C -0.30

---

No. 2
Formula: C46H57BClN5O4P2ReSSb2
Source: OMol25
Level of theory: ωB97M-V with the def2-TZVPD basis set

```
! wB97M-V def2-TZVPD RIJCOSX def2/J DEFGRID3
* xyz 2 4
Re 1.4058 0.4149 0.4546
C -1.5882 -1.9680 3.0001
Sb 0.2890 -1.1382 2.4726
C 0.7061 -0.3736 4.4211
C 1.4484 -2.9660 2.5546
C 2.1091 -3.0690 3.8903
C 1.4496 -3.6920 4.9449
C 1.9864 -3.7040 6.2240
C 3.1997 -3.0786 6.4597
C 3.8812 -2.4856 5.4065
C 3.3626 -2.4809 4.1142
C 4.2282 -1.9505 3.0035
Sb 3.7727 -0.2098 1.8199
C 4.3006 1.3814 3.1210
C 5.5364 -0.2481 0.6544
H -2.3084 -1.1929 3.2524
H -1.3796 -2.5659 3.8875
H -1.9694 -2.5903 2.1967
H -0.0407 0.3692 4.7016
H 1.7005 0.0670 4.4806
H 0.6482 -1.2083 5.1171
H 2.1660 -2.9641 1.7454
H 0.7356 -3.7684 2.3690
H 0.5004 -4.1820 4.7566
H 1.4629 -4.2039 7.0278
H 3.6300 -3.0742 7.4518
H 4.8512 -2.0377 5.5887
H 4.4072 -2.7097 2.2384
H 5.2005 -1.6691 3.4112
H 5.2427 1.1267 3.6045
H 3.5410 1.5683 3.8766
H 4.4369 2.2787 2.5178
H 6.3696 -0.3425 1.3500
H 5.6342 0.6780 0.0915
H 5.5183 -1.0941 -0.0263
B 2.4883 3.6666 -0.3924
N 2.1032 3.3467 1.0874
C 2.0385 4.2497 2.0603
C 1.3581 3.7131 3.1487
C 1.0273 2.4394 2.7484
N 1.4845 2.2102 1.4954
N 3.2355 2.4547 -1.0006
C 4.2181 2.5485 -1.8974
C 4.4011 1.3150 -2.5047
C 3.4678 0.4920 -1.9049
N 2.7478 1.1899 -1.0021
H 1.4814 3.8649 -1.0241
H 3.2380 4.6002 -0.3784
H 2.4689 5.2266 1.9131
H 1.1406 4.1866 4.0895
H 0.4808 1.6830 3.2772
H 4.7120 3.4929 -2.0545
H 5.1142 1.0525 -3.2659
H 3.2811 -0.5489 -2.0948
C -3.9431 -0.8658 -5.7974
S -4.0657 0.9077 -5.5921
C -3.1767 1.1860 -4.0543
C -3.7465 0.3815 -2.8839
C -3.2169 0.8192 -1.5147
N -1.9497 0.1930 -1.0526
P -1.8552 -1.5164 -0.7135
C -1.4246 -2.2758 -2.3164
C -1.4187 -3.6692 -2.4085
C -1.0032 -4.2976 -3.5710
C -0.5574 -3.5453 -4.6509
C -0.5267 -2.1630 -4.5565
C -0.9588 -1.5345 -3.3953
C -3.6281 -1.9441 -0.5344
C -4.2630 -1.5976 0.6609
C -5.5895 -1.9224 0.8898
C -6.3024 -2.6314 -0.0680
C -5.6832 -2.9960 -1.2532
C -4.3588 -2.6503 -1.4885
P -0.7162 1.2710 -0.6236
C -0.4225 2.2040 -2.1523
C 0.4465 1.6431 -3.0888
C 0.6756 2.2689 -4.3037
C 0.0421 3.4707 -4.5932
C -0.8313 4.0325 -3.6723
C -1.0684 3.4011 -2.4602
C -1.4760 2.4141 0.5641
C -1.1517 3.7676 0.6369
C -1.7227 4.5652 1.6183
C -2.6024 4.0197 2.5424
C -2.9114 2.6671 2.4895
C -2.3515 1.8702 1.5028
H -4.2485 -1.0916 -6.8164
H -4.6119 -1.3752 -5.1011
H -2.9184 -1.1949 -5.6248
H -3.2683 2.2588 -3.8833
H -2.1202 0.9646 -4.2305
H -3.5576 -0.6807 -3.0346
H -4.8312 0.5125 -2.8633
H -3.9869 0.6039 -0.7732
H -3.0856 1.9022 -1.5059
H -1.7386 -4.2729 -1.5659
H -1.0137 -5.3778 -3.6297
H -0.2171 -4.0384 -5.5517
H -0.1473 -1.5705 -5.3810
H -0.9140 -0.4573 -3.3213
H -3.7144 -1.0652 1.4280
H -6.0645 -1.6352 1.8187
H -7.3337 -2.9026 0.1130
H -6.2314 -3.5527 -2.0018
H -3.9002 -2.9356 -2.4260
H 0.9392 0.7029 -2.8771
H 1.3568 1.8248 -5.0179
H 0.2316 3.9706 -5.5339
H -1.3276 4.9679 -3.8951
H -1.7527 3.8580 -1.7570
H -0.4503 4.2019 -0.0630
H -1.4776 5.6185 1.6599
H -3.0506 4.6480 3.3007
H -3.5996 2.2381 3.2063
H -2.6039 0.8182 1.4501
O 2.3472 -2.4792 -2.3693
Cl 2.1345 -2.5645 -0.9742
O 3.3527 -2.4215 -0.2353
O 1.3916 -3.6981 -0.5826
O 1.2488 -1.3510 -0.6007
*
```

Its expectation value of S² is 3.7695. The value obtained for the gap between HOMO and LUMO (spin up / spin down) is 8.2 / 2.9 eV. The molar mass is 1314.00 g mol⁻¹. The HOMO energy (spin up / spin down) is -0.454 / -0.450 Ha.

Results of the Mulliken charge analysis, in e, for atoms 1 through 4: Re 1.56; C -1.35; Sb 0.01; C -1.57

---

No. 3
Formula: C13H10Cl5HfN
Source: OMol25
Level of theory: ωB97M-V with the def2-TZVPD basis set

```
! wB97M-V def2-TZVPD RIJCOSX def2/J DEFGRID3
* xyz 0 1
C -0.5167 0.8915 -1.9957
C 0.8868 1.1107 -1.8583
C 1.0911 2.0163 -0.7715
C -0.2115 2.3748 -0.2389
C -1.1991 1.6469 -0.9872
Hf 0.1264 0.0849 0.3042
N -1.3192 -1.1568 -0.2259
C -0.2787 -2.1415 -0.6420
C 1.1615 -1.6115 -0.4990
H 2.0324 2.5077 -0.5284
H 1.6741 0.7179 -2.5059
H -0.4070 3.1656 0.4840
H -2.2777 1.7777 -0.9010
H -0.9933 0.3192 -2.7985
H 1.6698 -1.6108 -1.4712
H -0.4051 -3.0544 -0.0315
H -2.2699 -1.5269 -0.2311
H 1.7320 -2.2313 0.2019
H -0.4710 -2.4665 -1.6813
Cl -1.9174 -2.2814 2.6583
C -0.9809 -1.0338 3.3779
C -0.2009 -0.1750 2.5871
C 0.6461 0.7402 3.2051
Cl 1.8040 1.5746 2.1752
C 0.6344 0.9616 4.5926
Cl 1.5927 2.2021 5.2881
C -0.1938 0.1334 5.3931
Cl -0.2056 0.3309 7.0849
C -0.9774 -0.8868 4.7833
Cl -1.9073 -1.9362 5.7615
*
```

The value obtained for the gap between HOMO and LUMO is 8.0 eV. The molar mass is 535.99 g mol⁻¹. The HOMO energy is -0.292 Ha.

Results of the Mulliken charge analysis, in e, for atoms 1 through 4: C -0.25; C -0.71; C -0.63; C -0.33

---

No. 4
Formula: C5H8N2
Source: OMol25
Level of theory: ωB97M-V with the def2-TZVPD basis set

```
! wB97M-V def2-TZVPD RIJCOSX def2/J DEFGRID3
* xyz 0 1
C 1.0084 1.9967 1.7157
N 0.8437 0.4337 0.8424
C 0.5159 0.3695 -0.4828
C -0.3202 -0.7017 -0.6309
C -1.0234 -1.1785 -1.8622
C -0.3993 -1.2500 0.6852
N 0.3088 -0.5706 1.5580
H 1.8288 1.1868 1.3573
H 0.4065 1.8036 2.6125
H 0.4377 2.6997 1.0850
H 0.9163 1.0865 -1.1914
H -0.7537 -2.2121 -2.0984
H -0.7719 -0.5557 -2.7259
H -2.1117 -1.1424 -1.7296
H -0.9712 -2.1044 1.0253
*
```

The value obtained for the gap between HOMO and LUMO is 9.9 eV. The molar mass is 96.13 g mol⁻¹. The HOMO energy is -0.331 Ha.

Results of the Mulliken charge analysis, in e, for atoms 1 through 4: C -0.78; N 0.39; C -0.55; C 0.66

---

ΔE to the lowest compared entry with this formula, charge and spin across the listed records, respectively: 154.7; 18.5; 0.0; 101.5 kcal/mol.